[1]
DFT (ωB97M-V/def2-TZVPD) results for one molecule with the formula C4H4N2O in a non-equilibrium geometry.

As for the structure (SMILES): N#CCOC=C=N. The LUMO energy comes out at 0.021 Eh. As for the HOMO energy: -9.31 eV. As for the frontier orbital gap: 0.364 Eh.

Structure (XYZ):
```
11
Properties=species:S:1:pos:R:3:forces:R:3:mulliken_charge:R:1
H -1.6163 -2.1634 1.0163 -0.02 0.01 -0.01 0.30
H 1.7042 0.8199 0.4211 -0.13 0.04 -0.07 0.28
C -0.7123 -1.3798 -0.4467 -0.26 -0.19 0.21 0.61
C 0.2995 -0.7648 -1.0259 -0.08 -0.27 0.05 -0.61
N -1.6724 -1.9884 0.0130 0.52 0.37 -0.32 -0.49
H 1.0344 2.3103 -0.2866 -0.06 -0.12 0.05 0.27
O 0.3563 0.6168 -1.1556 -0.07 0.00 -0.03 -0.36
C -0.2424 1.3044 1.0545 -0.69 -0.04 0.68 0.26
C 0.8004 1.2828 0.0042 0.08 0.14 0.11 -0.24
N -1.0725 1.2933 1.8593 0.82 0.00 -0.75 -0.38
H 1.1211 -1.3310 -1.4538 -0.11 0.06 0.09 0.35
```
Forces are in eV/Å.

=====

[2]
DFT (ωB97M-V/def2-TZVPD) results for C20H13ClF6N8O10RuS2 as an isolated structure in a non-equilibrium geometry.

The LUMO energy (spin up / spin down) comes out at 0.069 / 0.006 Eh. As for the HOMO energy (spin up / spin down): -5.32 / -6.77 eV. Its total charge is -1. The spin multiplicity is 6. As for the frontier orbital gap (spin up / spin down): 0.265 / 0.254 Eh.

Structure (XYZ):
```
61
Properties=species:S:1:pos:R:3:forces:R:3:mulliken_charge:R:1
F 4.2364 -0.4234 -3.1845 0.02 0.26 0.03 -0.21
C -1.8478 -0.3701 -3.1401 0.12 0.06 0.87 0.69
H -1.3023 -1.7986 5.1643 -0.34 -0.23 -0.77 0.36
N 2.4091 1.4139 -1.6979 0.36 0.92 -0.06 -0.32
O 1.1054 2.6345 1.0879 0.22 -1.25 -0.12 -0.54
S 3.7872 0.9953 -0.9499 -0.14 0.36 -0.54 0.84
C -2.5572 -1.0733 -1.9780 1.03 0.02 -0.79 0.23
H -1.3364 0.3206 3.8688 -0.20 -0.21 -0.22 0.55
F 1.5904 1.8980 -4.6523 0.22 -0.34 0.55 -0.23
N 1.3875 1.3821 2.9340 0.56 -0.19 0.86 0.39
O 2.7281 4.0258 -1.6585 -0.27 -0.55 -0.33 -0.61
O 0.5271 2.9134 -2.0583 -0.32 0.23 0.04 -0.58
S 1.9544 2.9253 -2.1565 1.07 -0.89 -0.20 0.85
Cl -5.2980 -2.7187 0.1735 0.13 -0.15 0.17 -0.14
C -3.7797 -1.7616 -1.9595 -0.73 -0.30 0.27 -0.34
O 3.4962 -0.1772 -0.1759 0.17 0.01 -0.09 -0.60
C -2.5483 -2.9022 2.1426 -0.09 0.73 0.21 -0.84
F 3.4676 2.9364 -4.3882 0.13 0.06 0.12 -0.22
Ru 0.0228 0.4262 -1.0788 1.58 -0.93 -0.12 0.73
F 5.9584 -0.2891 -1.8841 -0.43 0.13 0.18 -0.22
C 1.2396 0.2015 3.5957 0.11 0.11 0.86 -1.31
O 4.5494 2.0613 -0.3597 -0.35 -0.29 -0.22 -0.63
H 0.5209 -2.8470 1.5177 -0.04 0.20 0.23 0.37
O -5.8441 -2.6148 -2.7947 0.91 0.35 -0.02 -0.63
H -2.4019 -3.7589 4.1181 0.04 -0.15 -0.01 0.40
H 0.5766 -1.7836 3.4277 0.12 0.03 0.15 0.74
F 1.5938 4.0020 -4.5343 -0.09 1.07 0.01 -0.22
N -1.9761 -1.0631 -0.7919 -0.40 0.23 -0.37 0.74
C -4.7613 -2.1147 -3.0432 -0.27 0.03 -0.52 0.44
H -3.4619 -1.3845 -4.3836 -0.60 -0.31 0.42 0.43
H 1.7539 3.4016 3.3743 -0.21 0.23 -0.15 0.32
N -2.8361 -1.6393 0.0593 -0.81 -0.49 -0.68 -0.10
H 3.2039 2.4042 3.2636 -0.36 0.00 0.14 0.35
C -3.9411 -2.0877 -0.6252 0.37 0.50 0.29 0.38
C 4.8938 0.3870 -2.3598 0.10 -0.04 0.40 0.57
H 2.1077 2.2616 4.6781 0.00 -0.03 -0.01 0.37
C 2.1809 2.9312 -4.0444 -0.12 -0.74 0.27 0.60
C -2.1961 -2.8828 3.5197 -0.21 -0.66 0.07 -0.57
C -1.2645 -0.6120 3.2899 0.94 -0.11 0.19 0.84
N -1.3257 1.5955 -0.4279 -0.42 0.42 0.76 -0.29
C -1.7952 2.6873 -0.4160 -0.59 -0.07 0.37 0.55
C -2.5012 -1.6839 1.4353 0.52 -0.12 0.30 0.40
H -2.9719 -3.7543 1.6642 -0.12 -0.58 -0.10 0.61
N 0.8314 0.3198 0.9018 -0.25 -0.10 -0.23 1.51
N 1.2731 -2.4499 -1.9654 -0.02 0.35 -0.05 -1.02
C 0.3336 -0.8002 3.0316 0.08 -0.15 -0.25 -0.29
H 1.0178 -2.1520 0.0312 0.07 0.20 -0.05 -0.02
N 0.7731 -2.0139 1.0128 0.04 0.21 -0.06 0.19
H 1.6890 0.0977 4.5826 -0.15 0.10 -0.39 0.43
C 0.6818 -0.8200 1.5750 -0.17 -0.15 -0.34 -0.41
O -0.9440 0.4704 -2.8007 -0.27 -0.20 -1.02 -0.48
C 0.9640 -1.3492 -1.7666 -0.10 -0.19 0.04 0.46
O -2.1973 -0.5722 -4.2973 -0.13 -0.06 -0.16 -0.82
C -1.9876 -0.5581 1.9960 -0.43 0.41 -0.12 -1.09
F 5.3808 1.4339 -3.0296 -0.29 -0.09 -0.13 -0.23
C 1.1140 1.5177 1.5849 -0.69 0.82 -0.20 -0.59
O -4.3743 -1.8678 -4.2893 0.16 0.08 0.30 -0.57
C -1.6162 -1.8189 4.1011 -0.04 0.71 0.79 -1.04
O -2.3887 3.6875 -0.3058 -0.10 0.83 -0.14 -0.63
C 2.1556 2.4293 3.6056 0.46 -0.05 -0.35 -1.09
H -2.0507 0.3822 1.4602 0.20 -0.07 -0.09 0.53
```
Forces are in eV/Å.

=====

[3]
DFT (ωB97M-V/def2-TZVPD) results for C34H32N5OS3Sm as an isolated structure.

The LUMO energy (spin up / spin down) comes out at -0.005 / -0.005 Eh. As for the HOMO energy (spin up / spin down): -7.57 / -7.63 eV. The spin multiplicity is 6. As for the frontier orbital gap (spin up / spin down): 0.273 / 0.275 Eh.

Structure (XYZ):
```
76
Properties=species:S:1:pos:R:3:forces:R:3:mulliken_charge:R:1
H -3.7676 -3.6509 0.3968 0.04 -0.01 0.02 0.23
C 2.6721 -1.5524 -4.5721 -0.10 -0.14 -0.09 -0.61
C 1.7016 -1.4990 -5.7237 0.03 -0.03 0.07 0.25
H 0.0734 -4.8497 -1.1923 0.00 -0.03 -0.03 0.39
H 1.5032 -2.1466 -9.0481 0.00 0.00 0.01 0.37
O -1.1088 -0.8119 1.1465 0.04 -0.22 0.22 -0.38
C -1.6961 -3.7465 3.1641 -0.02 -0.01 0.03 -0.45
H 0.1548 -5.1538 0.7393 0.00 -0.02 0.03 0.44
C -1.0254 -4.7399 2.4506 -0.01 0.10 -0.02 -0.97
H 1.5593 3.0605 0.4839 0.00 0.00 -0.01 0.36
C -0.8996 2.7963 -1.8876 -0.09 0.13 -0.07 -0.76
C -1.0492 -2.0684 1.5221 0.01 0.36 -0.08 0.29
C 0.7592 3.1987 1.1991 -0.04 0.00 0.06 -0.25
C -1.1917 2.3956 2.0914 0.08 -0.05 0.05 -0.22
C 1.1837 -1.8522 -8.0563 0.00 0.01 0.07 -0.55
H -0.8264 -1.4111 -8.6599 -0.01 0.00 0.01 0.38
N 1.3001 -1.4380 -2.0254 0.04 -0.02 0.02 -0.28
H 0.2606 -3.6237 -2.4606 -0.02 0.03 0.00 0.24
H -3.9307 -5.6977 -1.0659 0.03 -0.02 -0.01 0.36
C -3.2461 -4.8883 -1.3142 -0.04 0.01 0.00 -0.94
H 3.1120 -2.1970 -7.1755 -0.02 0.00 0.00 0.35
C -2.1476 2.4743 -1.3145 -0.06 0.30 -0.18 -0.51
H -2.2091 -3.9931 4.0865 0.01 0.00 -0.01 0.39
C -0.1218 -1.4405 -7.8388 0.00 0.01 0.06 -0.52
N -1.7972 9.0247 1.0075 0.07 -0.18 0.17 -0.57
S 2.8091 -0.0020 -3.6494 0.09 0.11 0.14 -0.14
C 0.3321 -2.8205 -0.5010 -0.17 -0.25 0.45 0.74
S 2.1883 0.9321 -0.9651 0.06 -0.16 -0.08 -0.44
C -0.3854 -3.0784 0.7762 0.23 -0.21 -0.30 0.77
C 0.5900 -3.9384 -1.4703 0.06 -0.02 -0.02 -1.53
H -0.9940 -5.7592 2.8097 0.00 0.00 0.00 0.42
N 0.7005 -1.6237 -0.7731 0.42 -0.22 -0.25 -0.05
H -2.6759 3.0565 -0.5736 0.06 -0.06 0.12 0.61
H -1.5329 -0.7233 -6.3816 0.02 -0.01 -0.02 0.44
C -0.9465 7.0898 2.8373 0.01 0.10 -0.19 0.30
H -2.2624 -5.1341 -0.9197 0.01 0.01 0.00 0.11
H -1.9276 1.5991 2.0969 -0.01 0.00 0.01 0.43
H -3.0454 6.7717 3.1797 0.00 0.01 -0.02 0.38
C -1.6937 0.9453 -2.9428 -0.19 0.17 -0.23 -0.32
H -4.7833 -3.3767 -1.0138 -0.01 0.01 -0.02 0.38
C -3.7638 -3.5920 -0.6931 0.20 0.37 -0.05 -0.44
N -2.2445 -1.5551 -1.3310 -0.06 -0.13 -0.01 -0.08
C -2.9270 -2.4330 -1.0544 -0.21 -0.39 0.04 0.18
S -0.4042 5.8630 4.0076 -0.01 -0.07 0.21 -0.14
H -1.8123 0.1309 -3.6388 0.04 -0.11 0.02 0.54
C 0.7382 4.2993 2.0363 0.04 0.06 -0.03 -0.90
H 0.1973 9.3857 0.6477 -0.02 0.01 -0.01 0.36
N -0.1879 2.2606 1.2245 -0.09 -0.19 -0.10 0.12
C -2.2968 7.3295 2.6326 -0.02 -0.06 0.04 -0.21
C -0.5173 -1.0559 -6.5607 0.02 -0.02 -0.05 -0.50
C -0.5022 8.7883 1.2218 -0.15 0.06 -0.06 -0.39
C 0.3899 -1.0848 -5.5151 -0.07 0.03 -0.02 0.78
H -3.5968 0.8660 -1.7922 0.01 -0.09 0.08 0.49
C -1.7026 -2.4460 2.7094 -0.06 -0.09 0.06 -0.76
H -3.1831 -4.8062 -2.3988 0.00 -0.01 0.02 0.36
H 0.2333 1.8685 -3.5568 0.07 -0.09 0.06 0.57
C -0.3866 -4.3887 1.2791 -0.02 -0.01 -0.01 -0.66
H -0.2912 3.6537 -1.6436 0.08 -0.05 0.08 0.54
C 1.9817 -0.3336 -2.1309 0.03 -0.05 0.03 0.41
Sm -0.5310 0.3800 -0.6066 -0.16 0.71 0.21 0.97
H 0.0920 -0.7717 -4.5224 -0.02 0.00 0.05 -0.25
H 1.5368 5.0274 1.9930 -0.02 -0.01 0.01 0.36
H 1.0345 7.7019 2.2618 -0.02 0.01 -0.01 0.39
H 3.6722 -1.8076 -4.9200 0.01 0.04 -0.04 0.48
C -2.6374 1.3287 -1.9610 -0.17 0.10 -0.21 -1.06
H -2.1392 3.5457 3.6350 0.01 0.02 -0.02 0.45
C 2.0895 -1.8801 -7.0007 0.02 -0.01 -0.07 -0.64
H -2.2108 -1.6630 3.2582 0.00 -0.01 0.01 0.40
C -0.3206 4.4526 2.9198 -0.02 -0.01 -0.09 0.38
C -0.0289 7.8437 2.1202 0.04 -0.03 0.05 -0.11
C -2.6668 8.2993 1.7122 0.08 0.11 -0.10 -0.38
C -1.3044 3.4743 2.9513 0.01 0.01 0.08 -0.71
H 1.6586 -4.1441 -1.5561 0.00 0.01 0.03 0.33
C -0.6265 1.8591 -2.9035 -0.12 0.14 -0.10 -0.49
H -3.7168 8.5021 1.5339 0.01 0.01 -0.01 0.36
H 2.3625 -2.3046 -3.8470 0.01 -0.01 0.02 0.10
```
Forces are in eV/Å.

=====

[4]
DFT (ωB97M-V/def2-TZVPD) results for C55H61AsClHgN6O2P2SSi2 as an isolated structure.

The LUMO energy (spin up / spin down) comes out at 0.140 / 0.140 Eh. As for the HOMO energy (spin up / spin down): -0.11 / -1.78 eV. Its total charge is -2. The spin multiplicity is 2. As for the frontier orbital gap (spin up / spin down): 0.144 / 0.206 Eh.

Structure (XYZ):
```
132
Properties=species:S:1:pos:R:3:forces:R:3:mulliken_charge:R:1
C -3.1089 2.2228 -2.9328 -0.01 -0.02 0.00 -0.10
H 4.6964 2.6691 1.9918 -0.02 0.01 -0.01 0.12
H -2.8506 -1.8474 6.4010 0.01 0.01 0.01 0.39
H 2.0768 1.0482 3.6611 -0.04 -0.01 -0.01 0.42
H -2.6589 -5.2982 -1.2411 0.01 0.00 0.00 0.43
H -0.6392 2.5823 4.8156 0.03 0.02 -0.03 0.55
H 5.1232 -2.9825 3.5022 0.00 0.00 0.00 0.40
C 0.2144 0.9597 -4.8167 0.04 0.02 -0.01 -1.48
H -0.7103 -0.3244 -3.3892 -0.01 0.01 0.02 0.27
C 5.6889 1.0434 -1.4009 -0.05 0.05 0.03 -1.36
C 3.0970 -2.2490 3.4703 -0.01 -0.01 -0.02 -1.09
C -3.5215 -4.8160 -3.1545 0.00 0.00 0.00 -0.82
H -3.0667 -0.3202 4.5091 -0.01 -0.01 -0.02 0.47
H 4.8770 1.9716 -3.1017 -0.01 0.01 -0.01 0.57
C -0.9524 -2.5690 3.1305 -0.08 0.00 -0.01 -1.02
H 1.5895 -5.8520 -1.4882 0.00 0.01 -0.02 0.39
C 0.5981 -3.4582 -3.5104 -0.01 0.01 0.00 -0.86
C -2.3191 1.6098 -1.9741 0.05 -0.05 0.01 -0.27
H 6.2234 -0.0628 0.3539 -0.01 0.04 0.03 0.48
Cl -4.6660 1.5491 -3.3291 0.01 -0.01 0.01 -0.25
C 4.7386 -1.7124 1.8228 0.02 -0.02 -0.01 -0.92
C -6.5133 -2.5042 0.5486 0.02 -0.01 0.00 -0.69
H 3.2896 2.3006 -4.3452 0.01 0.01 0.02 0.36
H -0.1507 -5.5941 -1.2801 0.01 -0.01 0.01 0.25
C 5.2725 3.3428 1.3599 -0.03 -0.05 -0.02 -0.87
N 0.1053 -2.3294 -0.7386 -0.29 -0.02 0.15 0.07
C -3.3431 0.6594 1.8956 0.03 0.02 0.00 0.52
H -2.2620 -1.2463 -2.4615 0.01 0.03 0.00 -0.58
C -3.3020 -2.5246 -3.8426 -0.01 -0.01 -0.01 -0.71
C 2.2974 0.9456 -2.9727 0.02 0.03 0.03 0.29
C -5.6096 1.1874 2.5445 -0.01 0.00 0.01 -1.08
H -0.6067 0.9068 -5.5188 0.00 -0.01 0.00 0.49
C -2.3139 -2.0572 5.4829 -0.02 -0.02 -0.01 -1.02
H 0.5486 -2.4423 -3.9095 0.02 -0.01 -0.01 0.10
C 5.0780 4.9997 -1.2505 0.10 -0.02 -0.10 -0.89
H -1.3809 -3.8360 6.2445 -0.01 -0.01 -0.01 0.34
H 2.0075 2.7875 3.3208 -0.02 0.01 0.01 0.46
H -4.2898 -4.0428 -5.0042 0.00 0.00 0.00 0.35
H -0.4144 3.4367 0.7641 -0.02 0.03 0.00 -0.12
H 5.9488 2.7679 0.7336 0.02 -0.05 -0.04 0.24
H -4.3293 3.6339 0.5860 0.01 0.00 0.01 0.47
H 4.3595 5.2621 -2.0254 0.01 0.03 0.01 0.27
C 2.3960 1.7214 -4.1593 0.00 -0.01 -0.02 -1.10
C 3.3591 0.8170 -2.0260 -0.02 0.00 -0.03 0.17
H -3.4652 -3.3874 1.7346 0.00 0.00 -0.01 0.28
H 0.1579 4.1948 2.2418 0.01 -0.02 -0.01 0.42
H -7.5575 -2.7880 0.6125 0.00 0.00 0.00 0.34
N -1.1245 2.0869 -1.6397 -0.04 0.15 0.08 0.69
C 0.8376 -5.1932 -1.0424 -0.03 0.01 0.01 -1.21
As 4.0610 4.3592 0.2518 -0.09 0.16 -0.01 0.65
C 4.6606 1.3410 -2.2511 0.01 0.02 0.05 -0.94
C 4.1044 -0.1651 -0.0628 0.05 -0.03 0.02 0.32
O 8.0070 1.0476 -0.9423 0.02 0.00 0.04 -0.77
H -2.6290 0.7035 -1.4569 -0.05 0.02 0.02 0.31
S 2.2209 3.5369 -0.2521 0.14 0.00 0.02 -0.40
C 2.2068 -1.4830 2.7397 -0.07 -0.02 0.01 -0.61
C -5.5416 2.3893 1.8519 0.00 -0.01 0.00 -0.81
C 5.4071 0.2115 -0.2974 0.01 0.01 0.00 -0.62
H 0.9507 -5.2214 0.0447 0.02 -0.02 -0.01 0.25
C -0.5231 3.4353 1.8494 -0.05 -0.06 -0.02 -0.67
H 3.0265 6.5633 0.8370 0.01 0.01 0.00 0.33
H -2.4001 2.0953 0.6324 0.02 0.02 0.00 -0.20
H -0.9930 4.7122 -3.7203 0.00 0.00 0.01 0.46
C -4.5258 0.3227 2.5535 -0.02 -0.05 -0.04 -0.38
H 1.3761 -3.9954 -4.0636 -0.01 -0.02 -0.01 0.44
C -2.4503 -1.2008 4.3982 0.06 0.03 0.04 -0.41
P -1.8872 -0.4348 1.6587 -0.02 0.11 -0.37 0.36
H -1.5450 3.7283 2.0995 -0.03 -0.02 0.02 0.32
C 0.1597 0.2762 -3.6294 -0.02 -0.11 -0.02 -0.24
H 3.3975 -3.8803 -2.1570 0.01 0.01 0.00 0.60
N -0.5230 0.4274 1.5269 -0.16 -0.18 -0.06 0.77
H -3.8746 -5.8246 -3.3400 0.00 0.00 0.01 0.35
C -0.6733 3.1719 -2.2628 0.01 -0.05 -0.04 -0.02
H 0.3206 3.5083 -1.9911 0.00 0.01 0.01 -0.26
N 2.5251 -0.8643 1.6085 0.00 -0.05 -0.03 1.23
H -0.4252 -2.7943 2.2121 0.04 0.00 0.00 0.53
H 5.7536 4.2213 -1.6215 -0.01 -0.08 0.00 0.23
H -3.2687 3.8420 -4.3299 0.00 0.00 0.00 0.46
H 1.4617 2.3357 -5.9675 0.00 0.00 0.00 0.35
C -3.2979 1.8540 1.1842 0.01 0.03 0.03 -0.35
C 3.7745 -0.9436 1.1617 -0.02 -0.02 0.00 -0.08
C 3.7752 5.9493 1.3336 0.01 -0.02 -0.01 -1.27
H -6.5218 0.9056 3.0569 0.00 -0.01 -0.01 0.38
H 5.7352 -1.7988 1.4146 -0.01 0.01 -0.01 0.54
N 1.1279 0.2667 -2.7060 -0.07 0.22 0.07 1.18
H 5.6521 5.8781 -0.9535 0.02 -0.01 0.00 0.42
H 3.3913 5.6362 2.3038 -0.01 0.00 -0.01 0.34
C 4.3920 -2.3743 2.9829 -0.01 0.01 0.00 -0.93
C 7.1040 1.6254 -1.5788 -0.05 0.07 0.03 0.50
H 4.7051 6.5052 1.4592 0.00 -0.01 0.01 0.44
C -6.1192 -1.4373 -0.2498 -0.01 0.00 0.01 -1.10
C -2.6148 -2.2481 -2.6739 -0.03 -0.04 0.00 0.78
H -6.3946 3.0577 1.8374 0.00 0.00 0.00 0.37
C -2.6598 3.3612 -3.5756 0.02 0.00 0.00 -0.51
C -3.7542 -3.8183 -4.0886 0.01 0.00 0.00 -0.75
C -1.4077 3.8401 -3.2325 0.00 0.00 -0.03 -0.90
C 1.3773 1.7397 -5.0659 0.00 -0.01 0.00 -0.97
C -1.7744 -1.4389 3.2020 0.02 -0.02 0.05 1.64
C -4.3863 2.7149 1.1577 -0.01 0.00 -0.01 -0.91
C -4.2102 -2.8384 1.1699 0.03 0.01 0.02 0.14
C -5.5471 -3.2056 1.2561 -0.03 0.01 0.00 -1.02
C -4.7829 -1.0811 -0.3348 -0.04 0.00 -0.04 0.60
C 1.7630 1.7948 2.9287 -0.01 0.02 -0.06 -0.23
H 2.3299 1.6436 2.0103 0.04 0.03 0.02 -0.61
H -3.4917 -1.7361 -4.5627 0.01 0.00 0.00 0.42
Si -0.0781 1.7458 2.5635 0.19 0.10 -0.02 0.06
C -3.7910 -1.7623 0.3760 0.04 -0.04 -0.02 0.32
C 2.8830 -3.0639 -1.6395 -0.01 0.06 0.04 -0.76
C -2.3692 -3.2388 -1.7264 0.03 0.09 -0.01 1.07
H -5.8341 -4.0417 1.8848 0.01 0.00 0.00 0.41
H 3.1222 -2.1313 -2.1523 0.01 0.02 0.00 0.05
H -4.5038 -0.2425 -0.9591 0.05 0.00 -0.02 -0.02
C -2.3361 -1.3655 0.2709 0.03 -0.13 0.46 -0.08
C -1.4927 -3.1717 5.3957 0.01 0.00 0.01 -0.78
C -0.9248 1.6889 4.2515 -0.05 -0.09 -0.01 -1.13
H -0.6296 0.8110 4.8304 0.01 0.02 0.01 0.30
H 2.7769 -2.7368 4.3816 0.00 0.00 0.01 0.53
H 3.2833 -3.0001 -0.6254 -0.02 -0.01 0.02 0.08
H -0.1636 -4.2881 4.1273 0.00 -0.01 0.00 0.51
P -1.3813 -2.8800 -0.1752 0.01 0.05 -0.25 -0.19
H -4.6320 -0.6464 3.0227 0.02 0.02 0.04 0.67
Si 1.0424 -3.4172 -1.6750 0.08 -0.03 0.02 0.11
H -0.3603 -3.9458 -3.7052 -0.01 0.02 0.02 0.22
H -2.0141 1.6865 4.1643 0.00 0.04 0.02 0.15
N 3.0855 0.1404 -0.8791 -0.06 0.00 0.01 1.08
Hg 0.6396 -0.1562 -0.4235 0.34 -0.25 0.01 3.33
O 7.1870 2.6432 -2.3077 -0.07 0.05 -0.02 -0.79
H 1.1879 -1.3404 3.0781 -0.01 -0.02 -0.01 0.46
H 5.8363 4.0479 1.9713 0.03 -0.03 0.00 0.50
H -6.8575 -0.8768 -0.8127 0.00 0.00 0.00 0.45
C -2.8356 -4.5213 -1.9790 -0.01 -0.02 0.00 -1.30
C -0.8096 -3.4227 4.2138 0.00 0.01 0.01 -1.16
```
Forces are in eV/Å.

=====

Let's list energy relative to the best compared isomer or geometry (same formula, charge and spin) in order: 63.8 51.5 5.7 16.9 kcal per mole.